{
  "formula": "C52H125N7O19S6",
  "method": "wB97M-V/def2-TZVPD",
  "total_charge": 0,
  "max_force_ev_per_a": 2.9,
  "gap_ev": 9.192,
  "e_lumo_ev": 0.419,
  "e_tot_ha": -6258.0108,
  "symbols": ["C", "C", "C", "O", "C", "N", "H", "H", "H", "H", "H", "H", "H", "H", "H", "H", "H", "C", "C", "C", "O", "C", "N", "H", "H", "H", "H", "H", "H", "H", "H", "H", "H", "H", "C", "C", "C", "O", "C", "N", "H", "H", "H", "H", "H", "H", "H", "H", "H", "H", "H", "C", "C", "C", "O", "C", "N", "H", "H", "H", "H", "H", "H", "H", "H", "H", "H", "H", "C", "C", "C", "O", "C", "N", "H", "H", "H", "H", "H", "H", "H", "H", "H", "H", "H", "C", "C", "C", "O", "C", "N", "H", "H", "H", "H", "H", "H", "H", "H", "H", "H", "H", "C", "C", "C", "O", "C", "N", "H", "H", "H", "H", "H", "H", "H", "H", "H", "H", "H", "C", "C", "C", "S", "O", "O", "C", "H", "H", "H", "H", "H", "H", "H", "H", "C", "C", "C", "S", "O", "O", "C", "H", "H", "H", "H", "H", "H", "H", "H", "C", "C", "C", "S", "O", "O", "C", "H", "H", "H", "H", "H", "H", "H", "H", "C", "C", "C", "S", "O", "O", "C", "H", "H", "H", "H", "H", "H", "H", "H", "C", "C", "C", "S", "O", "O", "C", "H", "H", "H", "H", "H", "H", "H", "H", "C", "C", "C", "S", "O", "O", "C", "H", "H", "H", "H", "H", "H", "H", "H"],
  "xyz": [[1.251, -7.593, 0.053], [-0.032, -6.876, 0.555], [0.318, -5.462, 0.725], [1.475, -5.403, 1.571], [1.851, -4.052, 1.729], [-1.001, -7.025, -0.536], [1.854, -7.943, 0.924], [1.861, -6.999, -0.628], [0.978, -8.561, -0.523], [-0.271, -7.353, 1.511], [-0.542, -4.969, 1.118], [0.572, -5.057, -0.260], [1.137, -3.447, 2.314], [1.777, -3.690, 0.716], [2.835, -3.959, 2.196], [-1.116, -8.018, -0.623], [-1.955, -6.653, -0.379], [-3.955, 0.917, -0.508], [-5.228, 0.372, 0.185], [-5.749, -0.750, -0.680], [-6.733, -1.566, -0.059], [-7.842, -2.009, -0.836], [-4.707, -0.261, 1.464], [-4.248, 1.414, -1.446], [-3.347, 0.044, -0.766], [-3.497, 1.620, 0.204], [-5.962, 1.182, 0.293], [-4.972, -1.425, -1.024], [-6.096, -0.307, -1.584], [-8.244, -1.135, -1.388], [-8.524, -2.421, -0.084], [-7.616, -2.751, -1.622], [-4.675, 0.416, 2.217], [-5.436, -0.938, 1.711], [5.829, 3.396, -1.272], [4.770, 4.494, -1.423], [5.567, 5.776, -1.719], [6.637, 5.733, -2.792], [6.231, 5.766, -4.114], [3.660, 4.228, -2.430], [6.682, 3.777, -0.692], [6.177, 3.238, -2.303], [5.384, 2.518, -0.878], [4.238, 4.653, -0.484], [6.152, 6.017, -0.860], [4.828, 6.553, -1.942], [5.479, 6.523, -4.349], [5.781, 4.840, -4.486], [7.157, 5.934, -4.690], [4.195, 3.945, -3.263], [3.023, 3.473, -2.146], [-4.509, -4.847, 3.351], [-4.716, -3.856, 2.186], [-4.715, -4.614, 0.841], [-3.380, -4.584, 0.369], [-3.076, -3.391, -0.322], [-6.015, -3.144, 2.416], [-3.726, -5.575, 3.149], [-5.438, -5.393, 3.454], [-4.272, -4.323, 4.327], [-3.844, -3.191, 2.138], [-5.371, -4.075, 0.116], [-5.036, -5.666, 0.941], [-2.231, -3.585, -0.989], [-2.759, -2.617, 0.393], [-3.852, -3.132, -1.021], [-6.477, -2.899, 1.534], [-6.575, -3.765, 2.960], [1.949, 3.505, 4.905], [2.715, 2.196, 5.102], [1.753, 1.047, 4.656], [2.373, -0.243, 4.830], [1.665, -1.347, 4.406], [3.960, 2.140, 4.319], [1.844, 3.633, 3.823], [2.499, 4.334, 5.380], [0.898, 3.448, 5.268], [2.871, 2.015, 6.159], [1.593, 1.235, 3.580], [0.775, 1.116, 5.103], [1.424, -2.046, 5.222], [2.370, -1.868, 3.732], [0.776, -1.090, 3.796], [3.655, 2.392, 3.358], [4.215, 1.179, 4.382], [-3.049, -0.883, -3.962], [-2.096, -1.926, -3.383], [-1.312, -2.635, -4.576], [-2.107, -3.048, -5.686], [-3.004, -4.115, -5.516], [-1.229, -1.352, -2.376], [-2.541, -0.117, -4.559], [-3.586, -0.373, -3.102], [-3.728, -1.341, -4.646], [-2.728, -2.682, -2.860], [-0.788, -3.544, -4.179], [-0.536, -1.964, -4.938], [-3.545, -4.334, -6.444], [-3.820, -3.946, -4.753], [-2.446, -4.973, -5.116], [-0.649, -0.655, -2.817], [-0.489, -2.027, -2.169], [-1.218, 2.312, -3.225], [-0.125, 1.894, -4.267], [0.531, 3.076, -5.021], [-0.492, 3.831, -5.670], [0.003, 4.910, -6.408], [0.806, 0.995, -3.621], [-0.712, 2.881, -2.466], [-1.642, 1.406, -2.771], [-2.028, 2.834, -3.788], [-0.641, 1.343, -5.056], [1.290, 2.686, -5.754], [1.071, 3.718, -4.300], [0.785, 5.436, -5.857], [-0.856, 5.535, -6.635], [0.444, 4.524, -7.353], [1.399, 1.584, -3.053], [1.408, 0.561, -4.311], [-2.125, -2.306, 5.865], [-1.586, -2.951, 4.553], [-2.045, -2.003, 3.472], [-2.108, -0.349, 4.214], [-3.483, 0.062, 4.321], [-1.153, 0.543, 3.553], [-1.613, -0.895, 5.809], [-1.799, -2.739, 6.798], [-3.189, -2.327, 5.818], [-2.074, -3.910, 4.380], [-0.501, -3.161, 4.530], [-3.059, -2.248, 3.189], [-1.380, -2.027, 2.598], [-1.980, -0.275, 6.612], [-0.546, -1.058, 5.875], [3.605, -5.362, -2.351], [2.734, -5.736, -3.536], [1.724, -4.703, -3.642], [2.416, -3.135, -3.008], [1.719, -2.747, -1.788], [2.675, -2.171, -4.057], [3.927, -3.869, -2.481], [4.572, -5.865, -2.320], [3.080, -5.600, -1.437], [2.259, -6.695, -3.341], [3.277, -5.902, -4.498], [0.954, -4.922, -2.916], [1.260, -4.592, -4.640], [4.337, -3.362, -1.641], [4.534, -3.865, -3.377], [-0.345, 6.825, -3.013], [0.962, 6.691, -2.196], [0.668, 5.468, -1.286], [-0.990, 5.656, -0.708], [-1.000, 6.412, 0.565], [-1.572, 4.333, -0.817], [-1.516, 6.695, -2.060], [-0.356, 5.993, -3.738], [-0.421, 7.785, -3.500], [1.070, 7.558, -1.514], [1.822, 6.387, -2.796], [1.313, 5.322, -0.435], [0.685, 4.579, -1.862], [-1.960, 7.592, -1.685], [-2.301, 6.104, -2.527], [7.259, 0.484, 0.778], [6.454, 0.824, 2.012], [5.601, -0.386, 2.387], [5.857, -1.593, 1.118], [4.946, -1.252, 0.059], [5.864, -2.930, 1.665], [7.455, -1.013, 0.692], [8.225, 1.031, 0.827], [6.736, 0.926, -0.048], [5.781, 1.617, 1.763], [7.069, 1.216, 2.857], [4.564, -0.159, 2.441], [5.942, -0.791, 3.323], [7.754, -1.332, -0.273], [8.126, -1.331, 1.484], [-4.060, 3.456, 4.270], [-3.796, 3.254, 2.817], [-3.085, 4.481, 2.375], [-1.861, 4.864, 3.664], [-1.941, 6.260, 4.091], [-0.622, 4.251, 3.326], [-2.682, 3.837, 4.838], [-4.509, 2.622, 4.819], [-4.639, 4.377, 4.454], [-4.739, 3.079, 2.284], [-3.101, 2.370, 2.704], [-3.758, 5.318, 2.270], [-2.597, 4.342, 1.402], [-2.705, 4.355, 5.846], [-1.988, 3.033, 5.028], [0.133, -0.357, 0.480], [-0.700, 0.869, 0.540], [0.192, 1.987, 1.077], [1.756, 1.647, 0.225], [2.881, 1.650, 1.160], [1.892, 2.589, -0.870], [1.315, -0.005, -0.360], [-0.452, -1.102, -0.020], [0.326, -0.639, 1.498], [-1.540, 0.728, 1.204], [-1.065, 1.077, -0.448], [0.402, 1.823, 2.133], [-0.023, 3.021, 0.859], [2.222, -0.613, -0.242], [0.957, 0.079, -1.407]],
  "forces_ev_per_angstrom": [[-0.34, -2.40, 0.12], [1.22, -1.54, -1.37], [1.14, 0.00, 0.33], [-0.91, 0.11, 0.50], [-0.38, 0.07, -0.15], [-0.92, 0.18, 0.33], [-0.20, 0.50, -0.74], [-0.16, 0.10, 0.20], [0.28, 1.46, 0.87], [-0.49, 0.17, 0.02], [-0.56, 1.05, 0.58], [-0.09, 0.25, -0.06], [-0.07, -0.36, 0.13], [0.78, 1.10, -0.37], [-0.09, -0.19, -0.36], [-0.23, -0.42, -0.44], [0.90, 0.06, 0.33], [-1.40, 0.11, -0.06], [2.13, -0.96, 0.76], [-0.20, -0.53, -0.18], [-0.26, -0.03, 0.12], [0.36, 0.86, -0.17], [-1.51, 0.15, -1.07], [0.33, 0.19, 0.23], [0.39, 0.40, 0.29], [0.23, -0.26, -0.61], [-0.09, -0.30, 0.29], [0.62, 0.09, 0.28], [-0.88, 0.45, -0.92], [-0.30, -0.39, 0.45], [-0.17, 0.13, -0.56], [0.31, -0.04, 0.47], [0.07, 0.03, 0.07], [0.41, 0.17, 0.51], [-0.21, 1.00, -1.08], [-0.29, -0.16, -0.41], [-0.13, -0.03, -1.98], [-1.58, -0.22, 2.32], [0.05, -0.16, -0.91], [1.97, 0.33, -0.14], [-0.30, -0.39, 0.01], [0.23, -0.39, 0.35], [-0.16, -0.97, 0.44], [0.19, 0.16, 0.20], [0.23, 0.29, 0.62], [0.38, 0.28, -0.18], [0.12, 0.44, 0.18], [0.12, -0.35, 0.16], [-0.50, 0.09, 0.00], [-0.87, -0.09, 0.18], [0.76, 0.29, 0.13], [0.31, 1.03, 0.51], [-1.22, -0.57, 0.19], [0.21, 0.80, 0.15], [-0.03, -0.91, -0.68], [1.40, -0.48, 0.09], [1.51, 0.02, -0.43], [0.17, 0.10, -0.08], [-0.24, -0.30, 0.29], [-0.39, -0.55, -1.06], [-0.77, 0.04, -0.19], [0.23, -0.45, 0.39], [0.12, 0.41, -0.05], [0.23, -0.18, 0.38], [-0.53, 0.29, -0.46], [-0.72, 0.51, 0.14], [0.27, -0.11, 0.51], [-0.72, -0.15, 0.21], [0.07, -0.35, -0.03], [-1.47, -1.02, -0.09], [0.97, 0.38, -0.98], [0.19, 1.86, 0.97], [0.32, -0.83, -1.38], [-1.22, 1.38, 0.20], [0.10, 0.48, 0.10], [-0.39, -0.19, -0.40], [0.84, 0.06, 0.07], [0.61, 0.12, 0.32], [0.02, -0.35, 0.11], [-0.32, -0.15, 0.63], [-0.13, 0.32, -0.04], [-0.50, -0.29, 0.12], [0.25, -0.07, 0.44], [0.64, -0.63, 0.57], [0.53, -0.76, -0.53], [0.15, 0.82, 1.33], [-0.66, -0.85, -1.15], [-0.63, -1.00, 1.24], [-0.08, 0.93, -0.34], [-0.50, -0.14, 1.59], [0.79, -0.56, -0.11], [0.20, -0.01, 0.28], [0.45, -0.54, -1.13], [-0.73, -0.38, -0.27], [0.43, 0.31, -0.55], [-0.30, 0.55, -0.02], [-0.11, 0.18, -0.27], [0.64, 0.08, 0.03], [0.72, 0.31, -0.51], [-0.16, -0.28, -0.39], [0.06, 0.90, -0.30], [-0.27, -0.27, 0.40], [0.38, -0.50, -1.88], [-1.49, 0.19, -0.41], [-0.07, -0.17, 0.24], [0.25, -0.74, 0.80], [0.29, -0.64, -0.72], [0.33, 0.22, -0.22], [-0.30, 0.56, 0.44], [0.16, 0.25, -0.11], [0.65, 0.02, 0.86], [-0.06, -0.25, -0.05], [-0.61, 0.26, 0.41], [-0.02, 0.00, -0.12], [-0.06, 0.31, 0.02], [0.16, 0.29, -0.05], [-0.10, 0.40, 0.28], [0.37, -0.11, 0.51], [0.15, -0.17, 0.01], [0.65, -0.57, -0.65], [-0.23, -0.73, 0.81], [0.59, 0.25, -0.50], [0.73, 0.33, -1.31], [-0.22, 0.26, 0.07], [-0.81, -0.69, 0.85], [0.51, -0.30, 0.63], [0.13, -0.51, 0.11], [-0.99, -0.09, 0.13], [0.10, -0.09, 0.07], [-0.46, 0.45, 0.25], [-0.06, 0.41, -0.03], [-0.32, 0.33, 0.12], [-0.10, 0.47, -0.04], [0.46, 0.84, -0.14], [0.90, 0.21, 0.45], [1.79, -1.89, -0.79], [-2.22, 1.71, -0.64], [0.49, 0.12, 0.36], [-0.40, -0.04, -0.78], [-0.56, -0.21, 0.27], [-0.39, -1.28, -1.29], [-0.19, -0.35, -0.03], [-0.11, 0.11, 0.38], [-0.11, -0.15, 0.03], [0.00, 0.43, 0.78], [-0.56, 0.09, 0.17], [0.34, 0.22, 0.57], [0.35, 0.44, 0.64], [0.61, 0.67, -0.02], [0.75, -0.22, 0.16], [-0.90, -0.76, 1.25], [0.37, 1.24, -0.08], [1.16, 0.68, 1.54], [-0.39, -1.17, -1.85], [-0.76, 0.31, 0.56], [-0.90, -1.20, -0.42], [-0.19, 0.49, 0.10], [0.14, 0.14, -0.50], [0.49, -0.22, -0.74], [0.11, 0.73, 0.08], [0.30, 0.13, 0.29], [-0.02, -0.94, -0.56], [0.07, 0.70, 0.31], [-0.23, 0.12, -0.03], [1.53, 1.30, 0.09], [-0.16, 0.44, 0.93], [1.00, 0.12, 0.55], [-0.70, -0.36, 0.86], [-0.23, -0.25, -0.71], [0.07, 0.11, -0.33], [0.07, 0.79, 0.56], [-0.39, -0.54, -0.15], [-0.16, -0.37, -0.78], [-0.36, 0.67, -0.09], [-0.40, -0.66, -0.52], [-0.98, 0.08, -0.04], [-0.03, -0.46, 0.39], [0.28, -0.59, -0.80], [0.20, -0.30, -0.06], [0.65, 0.81, 1.67], [0.02, -1.68, -0.19], [0.79, 0.71, -1.45], [-2.00, 1.48, -0.08], [0.22, -1.28, -0.57], [1.25, -0.25, -0.35], [0.06, 0.19, 2.76], [0.13, 0.11, -0.26], [-0.39, -0.46, -0.30], [0.36, -0.01, -0.23], [-0.85, 0.64, -0.04], [-0.17, 0.44, 0.18], [0.17, 0.18, 0.38], [-0.24, -0.21, -1.29], [0.00, -0.78, -0.37], [-0.33, -0.47, 0.14], [-0.63, 1.40, 0.49], [1.00, -0.81, -0.29], [0.20, 0.58, 0.88], [-0.58, -0.51, -0.33], [-0.20, -0.14, -0.61], [1.09, 0.20, -0.29], [-0.18, -0.80, -0.12], [0.62, -0.48, 0.51], [-0.31, 0.03, 0.05], [-0.29, 0.39, -0.54], [-0.20, 0.23, 0.00], [-0.45, 0.19, 0.01], [-0.36, 0.03, -0.27], [0.64, 0.03, 0.49]],
  "lowdin_charge": [-0.05, -0.44, -0.23, -0.17, -0.09, 0.04, 0.09, 0.05, 0.10, 0.14, 0.11, 0.12, 0.07, 0.06, 0.09, 0.05, 0.07, -0.07, -0.37, -0.21, -0.24, -0.09, 0.08, 0.08, 0.06, 0.07, 0.14, 0.10, 0.11, 0.09, 0.09, 0.09, 0.04, 0.04, -0.05, -0.39, -0.13, -0.20, -0.16, 0.06, 0.09, 0.08, 0.05, 0.13, 0.11, 0.11, 0.08, 0.07, 0.09, 0.06, 0.02, -0.06, -0.40, -0.17, -0.21, -0.10, 0.06, 0.08, 0.07, 0.09, 0.08, 0.12, 0.13, 0.08, 0.09, 0.07, 0.04, 0.05, -0.06, -0.42, -0.18, -0.18, -0.14, 0.06, 0.07, 0.09, 0.07, 0.13, 0.10, 0.10, 0.09, 0.09, 0.07, 0.06, 0.03, -0.04, -0.42, -0.16, -0.20, -0.12, 0.08, 0.07, 0.08, 0.06, 0.11, 0.11, 0.12, 0.09, 0.09, 0.08, 0.03, 0.05, -0.03, -0.42, -0.19, -0.20, -0.13, 0.06, 0.04, 0.05, 0.10, 0.12, 0.14, 0.11, 0.08, 0.09, 0.10, 0.05, 0.08, -0.20, -0.19, -0.21, 0.69, -0.31, -0.33, -0.24, 0.12, 0.10, 0.09, 0.11, 0.06, 0.10, 0.12, 0.09, -0.20, -0.25, -0.24, 0.69, -0.34, -0.32, -0.21, 0.12, 0.09, 0.12, 0.14, 0.09, 0.12, 0.09, 0.11, -0.20, -0.17, -0.25, 0.70, -0.32, -0.34, -0.22, 0.10, 0.11, 0.13, 0.10, 0.11, 0.05, 0.10, 0.10, -0.24, -0.21, -0.23, 0.65, -0.31, -0.32, -0.22, 0.13, 0.08, 0.09, 0.13, 0.07, 0.11, 0.10, 0.12, -0.21, -0.26, -0.22, 0.67, -0.32, -0.31, -0.25, 0.11, 0.13, 0.12, 0.12, 0.11, 0.07, 0.13, 0.08, -0.24, -0.23, -0.17, 0.73, -0.33, -0.36, -0.20, 0.09, 0.10, 0.09, 0.09, 0.07, 0.08, 0.10, 0.08]
}